C35H29ClKN3P as an isolated structure. Source: OMol25; level of theory: ωB97M-V with the def2-TZVPD basis set.

* lowest unoccupied orbital energy: -0.091 hartree
* frontier orbital gap: 0.30676 Eh
* HOMO level: -10.816 eV

ORCA input file:
```
! RIJCOSX wB97M-V def2-TZVPD def2/J DEFGRID3
* xyz 1 1
K 0.9207 1.6845 0.3092
C -0.3363 2.2357 3.4994
C 0.8380 1.3509 3.8049
C 1.1686 0.9813 5.1031
C 2.2734 0.1730 5.3043
C 3.0027 -0.2695 4.2127
C 2.5938 0.1148 2.9386
N 1.5470 0.9199 2.7578
C 3.3121 -0.3883 1.7122
C 4.1750 -1.4776 1.7982
C 4.8027 -1.9218 0.6499
C 4.5600 -1.2816 -0.5508
C 3.6809 -0.2006 -0.5708
N 3.0802 0.2199 0.5455
C 3.3726 0.5145 -1.8660
C 4.0978 0.2429 -3.0229
C 3.7533 0.8977 -4.1946
C 2.7058 1.8005 -4.1869
C 2.0385 2.0371 -2.9910
C 0.8838 2.9921 -2.9053
N 2.3805 1.4062 -1.8654
H -0.8391 2.5620 4.4074
H -1.0596 1.7059 2.8751
H -0.0170 3.1270 2.9551
H 0.5770 1.3382 5.9347
H 2.5699 -0.1113 6.3050
H 3.8749 -0.8866 4.3603
H 4.3382 -1.9906 2.7329
H 5.4702 -2.7720 0.6885
H 5.0352 -1.6363 -1.4513
H 4.9227 -0.4515 -3.0251
H 4.3050 0.7044 -5.1047
H 2.4121 2.3267 -5.0846
H 0.7721 3.5629 -3.8251
H 1.0312 3.7032 -2.0898
H -0.0479 2.4484 -2.7292
Cl -1.7326 2.9807 -0.1267
C -3.2156 2.0590 0.1825
C -4.3793 2.8059 0.2272
C -5.5833 2.1559 0.4554
C -5.6007 0.7809 0.6278
C -4.4208 0.0572 0.5657
C -3.1905 0.6768 0.3360
P -1.6218 -0.2605 0.3141
C -2.1183 -1.9682 0.6494
C -1.9306 -2.4394 1.9474
C -2.2976 -3.7347 2.2814
C -2.8392 -4.5699 1.3157
C -3.0200 -4.1112 0.0172
C -2.6649 -2.8145 -0.3153
C -1.2237 -0.2956 -1.4761
C -2.0284 0.2598 -2.4701
C -1.6572 0.1754 -3.8056
C -0.4895 -0.4799 -4.1678
C 0.3149 -1.0450 -3.1887
C -0.0420 -0.9387 -1.8549
H -4.3338 3.8763 0.0878
H -6.4990 2.7295 0.4967
H -6.5341 0.2657 0.8076
H -4.4470 -1.0160 0.7004
H -1.4911 -1.7919 2.6979
H -2.1523 -4.0930 3.2918
H -3.1186 -5.5830 1.5729
H -3.4401 -4.7657 -0.7349
H -2.8070 -2.4563 -1.3276
H -2.9546 0.7552 -2.2085
H -2.2932 0.6134 -4.5639
H -0.2114 -0.5549 -5.2109
H 1.2272 -1.5606 -3.4613
H 0.5999 -1.3749 -1.0940
*
```

Charge distribution, Mulliken scheme, values in e:
1. K 0.920
2. C -0.963
3. C 0.667
4. C -0.804
5. C -0.599
6. C -0.817
7. C 0.387
8. N 0.309
9. C 0.731
10. C -0.831
11. C -0.898
12. C -0.879
13. C 0.693
14. N 0.094
15. C 0.457
16. C -0.676
17. C -0.784
18. C -0.756
19. C 0.733
20. C -1.059
21. N 0.206
22. H 0.416
23. H 0.031
24. H 0.237
25. H 0.417
26. H 0.440
27. H 0.341
28. H 0.276
29. H 0.440
30. H 0.315
31. H 0.344
32. H 0.449
33. H 0.454
34. H 0.403
35. H 0.238
36. H 0.120
37. Cl -0.167
38. C 0.979
39. C -0.710
40. C -0.525
41. C -0.864
42. C -0.469
43. C -0.414
44. P 1.102
45. C -0.297
46. C -0.472
47. C -0.600
48. C -0.521
49. C -0.663
50. C 0.073
51. C 0.371
52. C -0.324
53. C -0.811
54. C -0.669
55. C -0.629
56. C -0.363
57. H 0.494
58. H 0.394
59. H 0.425
60. H 0.398
61. H 0.444
62. H 0.414
63. H 0.392
64. H 0.424
65. H 0.419
66. H 0.426
67. H 0.430
68. H 0.415
69. H 0.421
70. H 0.422